Entry 1:
Computed, not measured: a 2-piece molecular cluster, C4H12N2O4P overall in a non-equilibrium geometry, with ωB97M-V/def2-TZVPD.

E_tot = -24793.7873 eV
HOMO-LUMO gap = 10.0 eV
E_HOMO = -13.1 eV
Relative energy (zero: lowest compared OMol25 entry of this formula, charge and spin) = 0.574 eV
Lowest unoccupied orbital energy = -3.124 eV
Largest force on an atom = 0.036 hartree/bohr
Total charge = +1

Each line ends with the Löwdin charge.
Atoms and positions in Å:
P (-0.2899, -0.2723, -0.4883)  0.841
O (-2.1659, -1.7858, -1.2424)  -0.113
O (3.3249, -1.9008, -0.6184)  0.300
O (1.1742, 1.9561, -0.7057)  -0.114
O (0.9040, -0.9330, 1.6530)  -0.130
N (0.9014, -0.5841, -1.4696)  -0.172
N (3.2152, 0.4314, -0.1982)  0.247
C (-0.3653, -1.2252, 1.1020)  -0.298
C (-2.0275, -0.3912, -1.1485)  -0.318
C (0.0425, 1.4894, 0.0015)  -0.256
C (3.1741, -0.7863, -0.4532)  -0.259
H (0.9709, -1.3382, 2.5291)  0.111
H (1.0504, 1.7389, -1.6460)  0.112
H (-0.4847, -2.2919, 0.8800)  0.107
H (2.3674, 1.0910, -0.3916)  0.087
H (-1.1828, -0.8883, 1.7450)  0.110
H (-2.7587, 0.0542, -0.4623)  0.105
H (-2.0928, 0.1062, -2.1260)  0.107
H (-0.8247, 2.1238, -0.2095)  0.110
H (0.8127, -1.4712, -1.9466)  0.031
H (-3.0163, -2.0195, -1.6381)  0.110
H (0.2790, 1.5503, 1.0660)  0.108
H (4.0285, 0.8343, 0.2612)  0.175

=====

Entry 2:
Computed, not measured: an isolated ion of composition C4H9FN and charge +1 in a non-equilibrium geometry, with ωB97M-V/def2-TZVPD.

E_tot = -8492.7212 eV
SMILES string = CC(F)=[N+](C)C
HOMO-LUMO gap = 12.7 eV
E_HOMO = -16.9 eV
Relative energy (zero: lowest compared OMol25 entry of this formula, charge and spin) = 2.036 eV
Lowest unoccupied orbital energy = -4.194 eV
Largest force on an atom = 0.102 hartree/bohr
Total charge = +1

Each line ends with the Löwdin charge.
Atoms and positions in Å:
F (-2.1459, 0.3174, -0.1767)  0.148
N (-0.0333, -0.4541, -0.2366)  -0.158
C (-0.3540, 2.0541, 0.8843)  0.148
C (1.3743, -0.4468, 0.0143)  0.025
C (-0.8380, 0.4844, 0.0792)  -0.079
C (-0.4273, -1.7258, -0.7764)  0.018
H (0.2762, -1.9386, -1.6382)  0.136
H (-0.0864, 1.7352, 1.8546)  0.067
H (1.7245, -0.8395, -0.9696)  0.123
H (1.6779, -1.0054, 0.8419)  0.103
H (-1.2697, 2.5336, 0.9536)  0.049
H (1.5528, 0.6874, 0.0154)  0.128
H (-1.3380, -1.4888, -1.2935)  0.096
H (0.4227, 2.5696, 0.4218)  0.054
H (-0.5358, -2.4826, 0.0259)  0.142

=====

Entry 3:
Computed, not measured: a 2-piece molecular cluster, C9H16N3O overall in a non-equilibrium geometry, with ωB97M-V/def2-TZVPD.

E_tot = -16104.8049 eV
HOMO-LUMO gap = 9.5 eV
E_HOMO = -12.2 eV
Relative energy (zero: lowest compared OMol25 entry of this formula, charge and spin) = 0.406 eV
Lowest unoccupied orbital energy = -2.687 eV
Largest force on an atom = 0.038 hartree/bohr
Total charge = +1

Each line ends with the Löwdin charge.
Atoms and positions in Å:
O (-0.8965, -2.1701, 1.6623)  0.013
N (1.5151, 2.9668, 1.3570)  0.212
N (1.3007, 1.5397, -0.4323)  0.232
N (1.0609, 0.7136, 1.6797)  0.062
C (-0.6552, -0.6152, -2.1841)  -0.310
C (0.2724, 0.7895, 2.9224)  -0.013
C (0.2022, -1.6325, -1.7611)  -0.026
C (0.1681, -2.0272, -0.4087)  -0.020
C (-0.8167, -1.5031, 0.4277)  -0.342
C (-1.6417, -0.1423, -1.2860)  -0.037
C (-1.7342, -0.5418, 0.0276)  -0.013
C (-0.6539, -0.1129, -3.5732)  -0.060
C (1.3053, 1.7368, 0.8860)  -0.446
H (0.2608, 1.7730, 3.3817)  0.086
H (0.7118, -2.9083, -0.1123)  0.122
H (-2.4727, -0.1497, 0.7120)  0.124
H (0.9049, 0.6854, -0.8183)  0.092
H (1.5703, 3.7142, 0.6856)  0.128
H (-1.5855, -2.8147, 1.5916)  0.100
H (-0.7766, 0.6274, 2.6599)  0.083
H (1.0335, -1.8949, -2.4052)  0.121
H (1.8755, 3.1788, 2.2832)  0.142
H (-2.3516, 0.5169, -1.7749)  0.122
H (-0.2161, -0.7675, -4.3198)  0.085
H (-0.1881, 0.8718, -3.6610)  0.084
H (-1.6450, 0.0513, -4.0234)  0.093
H (1.1919, -0.2281, 1.3701)  0.129
H (1.7820, 2.1209, -1.1009)  0.136
H (0.5771, -0.0309, 3.5604)  0.100

=====

Entry 4:
Computed, not measured: a 2-piece molecular cluster, C10H15NO2 overall in a non-equilibrium geometry, with ωB97M-V/def2-TZVPD.

E_tot = -16193.4617 eV
Expectation value of S² = 2.02
HOMO-LUMO gap (alpha / beta) = 7.1 / 7.3 eV
E_HOMO (alpha / beta) = -6.3 / -9.8 eV
Spin multiplicity = 3
Relative energy (zero: lowest compared OMol25 entry of this formula, charge and spin) = 0.157 eV
Lowest unoccupied orbital energy (alpha / beta) = 0.870 / -2.498 eV
Largest force on an atom = 0.110 hartree/bohr
Total charge = 0

Each line ends with the Löwdin spin population.
Atoms and positions in Å:
O (-1.0388, 1.0182, -0.0912)  0.000
O (-0.9661, -1.1184, 0.3256)  0.000
N (1.8541, 1.7700, 0.4471)  0.269
C (3.4333, -1.4251, -0.2747)  0.402
C (2.3670, -0.4946, 0.1949)  0.055
C (-2.9316, -0.1986, -0.6456)  0.000
C (5.0451, 0.3827, -0.6201)  0.416
C (2.7643, 0.9529, 0.1901)  0.076
C (-1.5544, -0.1858, -0.1280)  0.000
C (4.1683, 1.3011, -0.1265)  0.502
C (-3.4450, 1.2179, -0.8110)  0.000
C (4.6366, -0.9791, -0.6507)  0.191
C (-3.6824, -1.2038, 0.2427)  0.000
H (5.8909, 0.6638, -1.2466)  0.018
H (-3.5518, 1.5388, 0.3052)  0.000
H (2.4491, 2.6759, 0.4546)  -0.001
H (-0.1635, 1.0573, 0.2993)  0.000
H (-4.2533, 1.3636, -1.5877)  0.000
H (5.4029, -1.6133, -0.8184)  0.003
H (-2.7475, -0.7196, -1.5736)  0.000
H (4.5076, 2.3796, -0.1063)  0.017
H (-4.8074, -1.0567, 0.3426)  0.000
H (1.5055, -0.5014, -0.4083)  0.014
H (-3.5943, -2.3199, -0.0676)  0.000
H (-3.2273, -1.1310, 1.2528)  0.000
H (2.2284, -0.6554, 1.3085)  0.026
H (-2.6055, 1.9202, -1.2157)  0.000
H (3.3656, -2.6025, -0.3234)  0.012

=====

Entry 5:
Computed, not measured: C5H9ClN2OS in the gas phase in a non-equilibrium geometry, with ωB97M-V/def2-TZVPD.

E_tot = -33711.2417 eV
SMILES string = [H]/N=C(/C)C=[S@](=O)(Cl)/C=N\C
HOMO-LUMO gap (alpha / beta) = 7.5 / 7.5 eV
E_HOMO (alpha / beta) = -8.4 / -8.4 eV
Relative energy (zero: lowest compared OMol25 entry of this formula, charge and spin) = 2.318 eV
Lowest unoccupied orbital energy (alpha / beta) = -0.877 / -0.878 eV
Largest force on an atom = 0.078 hartree/bohr
Total charge = 0

Each line ends with the Löwdin charge.
Atoms and positions in Å:
Cl (2.8759, -0.7233, 0.5195)  0.148
S (1.0193, -0.0436, -0.5031)  0.641
O (1.5140, 0.6332, -1.6975)  -0.452
N (0.2693, 2.4445, 0.6397)  -0.032
N (-1.8727, -2.6496, -0.6131)  0.115
C (-0.8650, -1.9783, -0.1538)  -0.575
C (0.2089, 3.2187, -0.5210)  -0.086
C (-0.0117, -1.2843, -0.9634)  -0.284
C (0.5517, 1.3184, 0.9175)  -0.182
C (-0.8450, -1.8639, 1.3191)  -0.058
H (-0.8383, 3.3102, -0.9204)  0.116
H (0.9577, 1.0049, 1.8475)  0.079
H (-0.0724, -1.6239, -2.0070)  0.112
H (0.9542, 2.5843, -1.1469)  0.097
H (-1.8934, -2.7172, -1.6111)  0.026
H (0.5724, 4.2285, -0.1811)  0.105
H (-0.8948, -2.8849, 1.7553)  0.100
H (0.1298, -1.5517, 1.6677)  0.046
H (-1.7598, -1.4219, 1.6523)  0.083

=====

Entry 6:
Computed, not measured: C39H56MnN2S2Si4 as an isolated structure, with ωB97M-V/def2-TZVPD.

E_tot = -128839.0978 eV
Expectation value of S² = 6.40
HOMO-LUMO gap (alpha / beta) = 5.9 / 7.2 eV
E_HOMO (alpha / beta) = -4.0 / -4.6 eV
Spin multiplicity = 5
Relative energy (zero: lowest compared OMol25 entry of this formula, charge and spin) = 0.000 eV
Lowest unoccupied orbital energy (alpha / beta) = 1.919 / 2.651 eV
Largest force on an atom = 0.012 hartree/bohr
Total charge = -1

Each line ends with the Löwdin spin population.
Atoms and positions in Å:
Mn (-0.4138, 0.5655, -0.0366)  4.220
S (1.1480, 1.7735, 1.5830)  0.040
S (-2.4390, 0.2166, -1.4747)  0.049
Si (-0.3712, -1.2082, 3.6440)  -0.029
Si (0.8560, -3.3863, 0.9890)  -0.008
Si (-2.6874, -2.6520, 1.0291)  -0.030
Si (-0.6174, -1.5402, 1.3170)  -0.170
N (-1.8803, 2.2672, 1.1668)  0.019
N (-0.2584, 2.4526, -1.4437)  0.011
C (-1.3658, 2.9353, -4.9900)  0.002
C (-0.7150, 3.0894, -3.7786)  0.000
C (-0.0709, -1.7143, -2.7979)  -0.004
C (-0.8284, 3.5664, -0.6430)  0.002
C (6.1019, -0.2092, -0.9827)  0.000
C (3.7199, -0.6676, -1.0677)  -0.002
C (-4.2471, -1.6036, 0.9139)  0.001
C (-1.2563, 2.9490, 2.2937)  0.003
C (-2.1166, 3.2022, 0.0488)  0.001
C (-2.6178, 1.1270, -4.0374)  0.003
C (-2.6489, -3.6633, -0.5616)  0.000
C (1.3767, -0.5644, -4.8545)  0.000
C (4.8092, 0.0333, -0.5440)  0.003
C (-1.9791, 1.2691, -2.7964)  0.007
C (2.3801, -0.3628, -0.5039)  0.016
C (0.1034, 2.7552, 2.5742)  0.008
C (3.9734, -1.6381, -2.0391)  0.003
C (1.3139, -0.5445, 4.1748)  0.002
C (5.2663, -1.8886, -2.4726)  -0.001
C (2.5225, -3.1201, 1.8218)  0.002
C (-1.4974, 4.3971, 4.2232)  0.001
C (-0.1591, 4.1835, 4.5324)  0.001
C (1.1657, -0.3971, -1.0664)  -0.118
C (-2.0289, 3.7769, 3.1061)  0.000
C (0.9189, -0.7843, -2.4790)  -0.007
C (-2.3215, 1.9351, -5.1156)  0.000
C (6.3373, -1.1763, -1.9492)  0.004
C (0.3830, -1.4872, -5.1485)  -0.006
C (0.6184, 3.3856, 3.7186)  0.003
C (-3.1249, -3.8328, 2.4432)  -0.015
C (-1.6841, -0.0881, 4.3990)  0.000
C (-3.1620, 1.6623, 1.5519)  0.002
C (1.6473, -0.2291, -3.5366)  -0.008
C (1.2190, -3.8427, -0.7981)  0.001
C (0.2151, -5.0314, 1.6775)  -0.004
C (1.1541, 2.8102, -1.6926)  0.002
C (-0.3305, -2.0710, -4.1111)  0.001
C (-0.9961, 2.2639, -2.6920)  0.005
C (-0.5521, -2.8012, 4.6475)  -0.014
H (-2.5429, -3.0029, -1.4248)  0.000
H (0.3331, -4.1512, -1.3522)  0.000
H (-5.0921, -2.2944, 0.8157)  0.000
H (1.6615, 3.2170, 3.9569)  0.001
H (5.4374, -2.6499, -3.2241)  0.000
H (-4.2518, -0.9469, 0.0461)  0.000
H (-2.6041, 4.1132, 0.4238)  0.000
H (2.0035, -1.3616, 4.3929)  0.000
H (-2.2963, -4.4031, 2.8540)  0.000
H (7.3464, -1.3809, -2.2850)  0.000
H (4.6258, 0.7760, 0.2248)  0.000
H (-1.1131, -2.7900, -4.3226)  0.000
H (-2.1199, 5.0270, 4.8457)  0.000
H (-1.8380, -4.3920, -0.5794)  0.000
H (-0.0740, 3.8336, 0.0994)  0.000
H (-3.5929, -3.2814, 3.2618)  0.000
H (-2.6954, -0.4740, 4.2459)  0.000
H (3.1601, -3.9841, 1.6069)  0.000
H (1.9465, -0.1025, -5.6520)  0.000
H (-0.7704, -5.3004, 1.2987)  0.000
H (0.1751, -3.5660, 4.3735)  0.000
H (-1.4969, -0.0664, 5.4783)  0.000
H (-3.3556, 0.3398, -4.1320)  0.001
H (0.2794, 4.6427, 5.4105)  0.000
H (-1.5485, -3.2362, 4.5945)  0.000
H (2.4268, -3.0327, 2.9035)  0.000
H (-1.6418, 0.9370, 4.0356)  0.000
H (-0.3607, -2.5239, 5.6903)  -0.002
H (-3.5946, -4.2053, -0.6654)  0.000
H (-3.8678, -4.5366, 2.0520)  -0.002
H (3.1544, -2.1968, -2.4670)  0.000
H (1.6799, -3.0226, -1.3385)  0.000
H (-3.0061, 0.9955, 2.3966)  0.000
H (0.1630, -1.7452, -6.1774)  0.000
H (0.0399, 3.8577, -3.6819)  0.000
H (1.9171, -4.6865, -0.7806)  0.000
H (1.5602, 2.1709, -2.4653)  0.000
H (-2.7947, 2.7096, -0.6493)  0.001
H (-0.6546, -2.1441, -1.9985)  0.000
H (2.4574, 0.4560, -3.3221)  0.000
H (-0.9827, 4.4295, -1.3035)  0.000
H (1.2448, 3.8555, -2.0107)  0.000
H (3.0287, -2.2276, 1.4545)  0.000
H (-3.0723, 3.9325, 2.8668)  0.000
H (2.4417, -0.0243, 0.5279)  0.001
H (-1.1196, 3.5784, -5.8254)  0.000
H (-2.8275, 1.7770, -6.0606)  0.000
H (0.1834, -5.0653, 2.7671)  0.000
H (0.9136, -5.8046, 1.3404)  -0.001
H (-3.5369, 1.1025, 0.7026)  0.001
H (1.7625, 0.1152, 3.4342)  0.001
H (6.9266, 0.3540, -0.5628)  0.000
H (-4.4114, -1.0079, 1.8140)  0.000
H (-3.9144, 2.4110, 1.8274)  0.001
H (1.7063, 2.6829, -0.7648)  0.000
H (1.1807, 0.0272, 5.0992)  0.000